Below is a molecular structure, C20H33Cl2IrN2O4 in a non-equilibrium geometry, with properties calculated with wB97M-V/def2-TZVPD.

Atoms and positions in Å:
1 C 1.7112 3.7696 3.0902
2 H -0.6707 -3.7576 -2.7954
3 H 0.1050 4.0033 -4.0344
4 C -2.1952 0.1193 3.6870
5 H -0.9714 -1.3259 -2.2245
6 H -3.4247 -1.3855 0.8874
7 Cl 2.6079 0.0684 -0.1529
8 H -2.9652 0.8447 0.4578
9 C 3.5639 -2.0931 -1.6290
10 C 2.0792 -2.2353 -1.3600
11 H -0.7679 -2.2978 1.2418
12 Cl 0.8032 -0.7756 2.4287
13 H -2.8137 -2.1289 2.4137
14 O 1.6651 1.8799 1.7344
15 C -2.2705 0.7908 1.3382
16 H 3.8952 1.2775 3.1231
17 H 4.1198 -2.0034 -0.6804
18 H 0.8928 3.4458 3.7275
19 H -2.5691 4.5065 -2.8231
20 H 0.1049 5.0099 -2.5540
21 H 2.4180 4.3227 3.6777
22 H -1.4295 -6.5004 0.4648
23 H 1.0984 3.5088 -2.6173
24 C -1.1120 -4.4363 1.0089
25 H -1.5907 -0.7575 3.9587
26 H 3.7772 -1.2149 -2.2448
27 C -0.8521 -3.1364 0.5461
28 C 1.2931 -0.1508 -2.6926
29 C -0.3223 -1.5137 -1.3415
30 N -2.6409 -0.0418 2.3072
31 H -1.1654 -6.0662 -1.9828
32 C -2.2778 3.4591 -2.9949
33 C -3.3651 -1.2742 1.9834
34 H -2.2618 3.2666 -4.0789
35 H -1.5951 1.0334 3.7606
36 C 1.0889 -1.3561 -1.8241
37 C -1.0705 -5.2475 -1.2685
38 H 1.3085 4.4164 2.3150
39 H 4.2643 2.9895 3.3052
40 H -4.3791 -1.2444 2.4126
41 O -0.7218 -0.5711 -0.3832
42 O -1.1773 1.4699 1.3767
43 N -0.9565 3.1964 -2.4174
44 C 3.7992 2.2597 2.6681
45 C 0.1707 3.9812 -2.9358
46 C 2.3581 2.5786 2.4620
47 Ir 0.6038 0.6551 0.6555
48 H 3.9057 -2.9899 -2.1307
49 C -0.6889 -2.9061 -0.8060
50 H 2.1991 -0.2456 -3.2889
51 H 1.7710 -3.0418 -0.6634
52 O 0.3371 2.0915 -0.9230
53 H 4.3125 2.2475 1.7095
54 H 1.4231 0.7587 -2.0763
55 H -3.0084 2.7869 -2.5104
56 H 0.4112 0.0047 -3.2778
57 H -1.2291 -4.5973 2.0817
58 H -1.6867 1.5855 -1.3238
59 C -1.2229 -5.4898 0.1079
60 H -3.0809 0.1738 4.3410
61 C -0.8029 -3.9605 -1.7249
62 C -0.8023 2.2436 -1.5119

The calculation puts the orbital gap (alpha / beta) at 5.71 / 6.40 eV. The value obtained for the LUMO energy (alpha / beta) is 0.23 / -0.46 eV. As for the spin multiplicity: 5. Its total charge is 0.